1.
A structure of composition C44H37AuClP2Si. Source: the Open Molecules 2025 dataset; level of theory: ωB97M-V/def2-TZVPD.

Element x y z (Å)
Au1 -0.988 -0.600 1.051
C1 -0.438 -4.369 0.973
Si1 0.298 -2.623 0.746
C2 0.882 -2.385 -1.057
C3 1.928 -3.187 -1.506
C4 2.396 -3.109 -2.805
C5 1.834 -2.198 -3.684
C6 0.802 -1.383 -3.257
C7 0.318 -1.474 -1.953
P1 -1.098 -0.404 -1.512
C8 -0.545 1.281 -1.870
C9 0.802 1.631 -1.899
C10 1.169 2.956 -2.066
C11 0.199 3.933 -2.220
C12 -1.146 3.591 -2.164
C13 -1.520 2.276 -1.961
C14 -2.266 -0.799 -2.863
C15 -2.446 -0.024 -4.005
C16 -3.352 -0.426 -4.972
C17 -4.082 -1.593 -4.812
C18 -3.906 -2.365 -3.673
C19 -3.008 -1.967 -2.700
C20 1.725 -2.330 1.961
C21 2.235 -3.383 2.712
C22 3.305 -3.199 3.569
C23 3.894 -1.950 3.677
C24 3.380 -0.881 2.965
C25 2.276 -1.058 2.136
P2 1.551 0.375 1.263
C26 3.082 1.278 0.828
C27 3.474 2.469 1.429
C28 4.667 3.063 1.056
C29 5.460 2.487 0.077
C30 5.057 1.312 -0.541
C31 3.871 0.710 -0.171
C32 0.866 1.428 2.584
C33 0.902 1.147 3.944
C34 0.272 2.001 4.835
C35 -0.391 3.129 4.381
C36 -0.438 3.406 3.022
C37 0.180 2.555 2.127
H1 0.294 -5.138 0.738
H2 -1.291 -4.521 0.321
H3 -0.764 -4.521 1.998
H4 2.383 -3.886 -0.820
H5 3.194 -3.757 -3.134
H6 2.192 -2.126 -4.700
H7 0.366 -0.670 -3.944
H8 1.558 0.865 -1.811
H9 2.215 3.225 -2.071
H10 0.487 4.961 -2.383
H11 -1.904 4.355 -2.267
H12 -2.566 2.002 -1.884
H13 -1.883 0.887 -4.148
H14 -3.490 0.182 -5.854
H15 -4.786 -1.897 -5.572
H16 -4.481 -3.270 -3.545
H17 -2.873 -2.560 -1.803
H18 1.794 -4.362 2.615
H19 3.689 -4.031 4.140
H20 4.749 -1.806 4.321
H21 3.840 0.093 3.057
H22 2.862 2.922 2.197
H23 4.978 3.979 1.537
H24 6.392 2.952 -0.204
H25 5.671 0.868 -1.311
H26 3.551 -0.215 -0.640
H27 1.414 0.269 4.310
H28 0.298 1.782 5.892
H29 -0.878 3.790 5.083
H30 -0.961 4.279 2.660
H31 0.145 2.750 1.061
Cl1 -6.149 0.137 -2.011
C38 -5.207 0.200 -0.579
C39 -4.646 1.409 -0.159
C40 -3.820 1.437 0.934
C41 -3.516 0.251 1.654
C42 -2.538 0.234 2.669
C43 -4.168 -0.946 1.249
C44 -4.991 -0.969 0.155
H32 -4.868 2.315 -0.703
H33 -3.367 2.365 1.250
H34 -2.525 -0.589 3.366
H35 -2.162 1.171 3.048
H36 -3.973 -1.855 1.801
H37 -5.466 -1.885 -0.159

The multiplicity is 3. The LUMO energy (spin up / spin down) is -2.16 / -4.74 eV. Its net charge is +1. As for the highest occupied orbital energy (spin up / spin down): -0.347 / -0.382 Eh. The frontier orbital gap (spin up / spin down) comes out at 7.28 / 5.64 eV.


2.
A cluster of 12 separate species, C6H35NO11 in total at a distorted geometry. Source: the Open Molecules 2025 dataset; level of theory: ωB97M-V/def2-TZVPD.

Element x y z (Å)
C1 0.942 3.455 -1.344
N1 0.557 2.447 -0.346
C2 0.671 2.899 0.999
C3 0.180 1.848 1.975
C4 -0.853 2.456 2.938
C5 -1.793 1.664 3.444
C6 0.876 2.892 -2.766
H1 1.938 3.809 -1.044
H2 0.308 4.354 -1.418
H3 -0.285 1.984 -0.715
H4 1.703 3.299 1.088
H5 0.156 3.879 1.162
H6 -0.209 0.910 1.595
H7 1.003 1.708 2.690
H8 -0.794 3.530 3.049
H9 -2.355 1.961 4.324
H10 -1.846 0.626 3.130
H11 1.207 3.737 -3.381
H12 1.383 1.956 -2.968
H13 -0.190 2.823 -3.010
H14 -1.219 -4.072 -2.679
H15 -0.600 -3.006 -3.583
O1 -0.491 -3.911 -3.288
H16 2.150 -0.364 2.051
H17 2.089 -1.401 3.173
O2 1.666 -1.156 2.342
H18 -1.805 -0.164 -2.108
H19 -1.869 -1.302 -1.084
O3 -1.470 -1.066 -1.963
H20 -1.677 0.684 -0.508
H21 -2.959 1.433 -0.422
O4 -2.173 1.368 -1.012
H22 3.136 -2.974 0.898
H23 2.646 -3.957 -0.292
O5 3.323 -3.780 0.381
H24 -3.767 0.795 1.316
H25 -4.447 2.153 1.045
O6 -4.340 1.248 0.690
H26 1.405 -2.457 -1.456
H27 0.703 -3.596 -2.129
O7 1.165 -3.394 -1.272
H28 2.521 1.086 0.087
H29 3.671 1.385 1.129
O8 3.044 0.726 0.811
H30 0.248 -3.066 0.198
H31 0.543 -2.626 1.770
O9 -0.105 -2.823 1.082
H32 -2.702 -1.701 0.809
H33 -1.106 -1.522 0.799
O10 -1.984 -1.088 0.608
H34 0.047 -0.795 -2.092
H35 1.292 -0.349 -1.316
O11 1.065 -0.871 -2.102

The multiplicity is 2. The LUMO energy (spin up / spin down) is -3.10 / -8.11 eV. Its net charge is +1. The value obtained for the energy relative to the best compared isomer or geometry (same formula, charge and spin) is 3.9 kJ/mol. As for the highest occupied orbital energy (spin up / spin down): -0.453 / -0.453 Eh. The frontier orbital gap (spin up / spin down) comes out at 9.21 / 4.20 eV.


3.
An isolated molecule of C4H9NO at a distorted geometry. Source: the Open Molecules 2025 dataset; level of theory: ωB97M-V/def2-TZVPD.

Element x y z (Å)
C1 -1.877 -1.246 -0.296
C2 -0.523 -0.833 0.397
C3 0.120 0.245 -0.464
N1 -0.627 1.473 -0.601
C4 1.433 0.598 0.258
O1 2.129 -0.230 0.801
H1 -2.455 -0.369 -0.567
H2 -2.420 -1.887 0.400
H3 -1.672 -1.882 -1.162
H4 0.049 -1.745 0.471
H5 -0.791 -0.401 1.363
H6 0.451 -0.049 -1.463
H7 -1.135 1.855 0.174
H8 -0.543 2.172 -1.298
H9 1.689 1.632 0.559

The multiplicity is 1. The LUMO energy is 1.06 eV. The value obtained for the energy relative to the best compared isomer or geometry (same formula, charge and spin) is 171.9 kJ/mol. As for the highest occupied orbital energy: -0.326 Eh. The frontier orbital gap comes out at 9.94 eV.


4.
An isolated molecule of C5H7NO at a distorted geometry. Source: the Open Molecules 2025 dataset; level of theory: ωB97M-V/def2-TZVPD.

Element x y z (Å)
C1 -1.894 0.041 -0.267
C2 -0.668 -0.666 0.300
C3 0.903 0.067 -0.127
C4 0.559 1.246 -0.888
N1 -0.273 1.937 -1.320
C5 2.125 -0.154 0.683
O1 1.923 -0.803 -0.564
H1 -1.482 0.981 -0.810
H2 -2.590 0.455 0.474
H3 -2.425 -0.498 -1.064
H4 -0.656 -0.672 1.395
H5 -0.506 -1.666 -0.108
H6 2.994 0.513 0.730
H7 1.990 -0.780 1.566

The multiplicity is 1. The LUMO energy is 0.85 eV. The value obtained for the energy relative to the best compared isomer or geometry (same formula, charge and spin) is 325.2 kJ/mol. As for the highest occupied orbital energy: -0.396 Eh. The frontier orbital gap comes out at 11.62 eV.


5.
An isolated molecule of C2H5N3OS at a distorted geometry. Source: the Open Molecules 2025 dataset; level of theory: ωB97M-V/def2-TZVPD.

Element x y z (Å)
H1 0.071 -2.006 0.949
N1 0.659 -1.802 0.112
C1 0.574 -0.588 -0.252
N2 1.420 -0.104 -1.232
N3 -0.507 0.338 0.154
S1 -0.773 1.768 -0.774
C2 -1.421 -0.071 1.070
O1 -1.310 -1.000 1.890
H2 2.140 -0.725 -1.576
H3 1.504 0.872 -1.448
H4 -0.124 2.667 -0.024
H5 -2.233 0.651 1.131

The multiplicity is 1. The LUMO energy is 0.24 eV. The value obtained for the energy relative to the best compared isomer or geometry (same formula, charge and spin) is 137.5 kJ/mol. As for the highest occupied orbital energy: -0.339 Eh. The frontier orbital gap comes out at 9.48 eV.


6.
A structure of composition C41H55BF10N5P2STa at a distorted geometry. Source: the Open Molecules 2025 dataset; level of theory: ωB97M-V/def2-TZVPD.

Element x y z (Å)
Ta1 0.600 1.591 -1.428
C1 -0.918 -4.457 -0.150
C2 0.253 -3.495 -0.391
C3 1.576 -4.269 -0.370
C4 0.272 -2.505 0.774
P1 0.253 -2.416 -1.919
C5 -1.446 -1.648 -1.914
N1 -1.723 -0.708 -0.825
B1 -0.952 0.359 -0.163
N2 -1.724 0.631 1.066
C6 -1.381 1.204 2.382
P2 -0.180 0.219 3.455
C7 -1.252 -0.868 4.581
C8 -2.330 -1.546 3.736
C9 -0.316 -1.968 5.114
C10 -1.977 -0.208 5.755
C11 0.499 1.587 4.566
C12 1.267 0.962 5.736
C13 -0.514 2.616 5.081
C14 1.530 2.330 3.722
C15 -2.970 0.001 0.943
C16 -4.128 0.142 1.699
C17 -5.249 -0.602 1.354
C18 -5.218 -1.474 0.270
C19 -4.074 -1.595 -0.508
C20 -2.954 -0.839 -0.173
C21 0.162 -3.537 -3.452
C22 1.615 -3.790 -3.888
C23 -0.546 -2.821 -4.602
C24 -0.526 -4.889 -3.264
H1 -0.941 -4.706 0.917
H2 -1.886 -4.009 -0.390
H3 -0.823 -5.391 -0.696
H4 1.642 -4.849 0.557
H5 1.660 -4.971 -1.201
H6 2.433 -3.591 -0.404
H7 0.523 -3.046 1.694
H8 1.001 -1.701 0.644
H9 -0.707 -2.056 0.905
H10 -1.586 -1.200 -2.893
H11 -2.176 -2.449 -1.833
H12 -0.935 2.181 2.256
H13 -2.302 1.354 2.942
H14 -1.967 -1.863 2.766
H15 -2.694 -2.434 4.265
H16 -3.181 -0.889 3.574
H17 0.183 -2.492 4.296
H18 0.455 -1.576 5.776
H19 -0.902 -2.699 5.681
H20 -2.564 -0.978 6.269
H21 -1.307 0.230 6.492
H22 -2.678 0.560 5.418
H23 0.617 0.535 6.498
H24 1.945 0.179 5.387
H25 1.874 1.736 6.218
H26 -1.276 2.185 5.726
H27 0.017 3.379 5.661
H28 -1.015 3.131 4.258
H29 2.337 1.667 3.400
H30 1.970 3.142 4.311
H31 1.077 2.774 2.843
H32 -4.175 0.827 2.535
H33 -6.158 -0.495 1.934
H34 -6.103 -2.042 0.011
H35 -4.083 -2.243 -1.375
H36 2.237 -4.162 -3.074
H37 1.629 -4.538 -4.689
H38 2.080 -2.881 -4.277
H39 -0.209 -1.796 -4.713
H40 -0.328 -3.354 -5.533
H41 -1.631 -2.818 -4.475
H42 0.054 -5.562 -2.633
H43 -1.531 -4.796 -2.850
H44 -0.617 -5.363 -4.247
C25 3.815 2.161 -2.176
N3 2.942 1.017 -1.886
C26 3.313 0.353 -0.627
C27 2.877 1.204 0.575
N4 1.866 2.165 0.136
C28 1.953 3.494 0.594
C29 3.119 4.213 0.845
F1 4.336 3.672 0.613
C30 3.130 5.519 1.306
F2 4.300 6.132 1.501
C31 1.954 6.193 1.530
F3 1.959 7.452 1.964
C32 0.768 5.526 1.295
F4 -0.394 6.132 1.538
C33 0.784 4.225 0.846
F5 -0.406 3.618 0.760
C34 2.895 0.065 -3.005
C35 2.059 0.651 -4.090
N5 0.739 0.918 -3.538
C36 -0.199 1.381 -4.454
C37 -1.495 1.637 -4.016
F6 -1.741 1.412 -2.711
C38 -2.539 2.064 -4.801
F7 -3.741 2.268 -4.265
C39 -2.327 2.277 -6.148
F8 -3.313 2.693 -6.943
C40 -1.063 2.045 -6.645
F9 -0.823 2.244 -7.943
C41 -0.031 1.613 -5.827
F10 1.153 1.433 -6.445
H45 4.838 1.803 -2.338
H46 3.809 2.853 -1.344
H47 3.469 2.690 -3.059
H48 4.394 0.183 -0.580
H49 2.821 -0.621 -0.614
H50 3.725 1.704 1.031
H51 2.458 0.536 1.332
H52 2.421 -0.844 -2.636
H53 3.896 -0.188 -3.378
H54 2.036 -0.054 -4.923
H55 2.511 1.570 -4.475
S1 0.126 3.659 -2.138

The multiplicity is 1. The LUMO energy is -0.27 eV. The value obtained for the energy relative to the best compared isomer or geometry (same formula, charge and spin) is 1.4 kJ/mol. As for the highest occupied orbital energy: -0.283 Eh. The frontier orbital gap comes out at 7.45 eV.